*i*
Formula: C6H15OS
Source: the OMol25 dataset
Level of theory: ωB97M-V/def2-TZVPD

Output
- charge = -1
- gap between HOMO and LUMO (eV) = 6.807
- HOMO (eV) = -2.8

Cartesian coordinates (Å):
C  -2.26492  -0.35774  0.66514
O  -2.13476  0.17974  -0.64507
C  -2.10652  -1.88644  0.71286
C  -1.31740  -2.35102  1.93741
H  -1.51650  0.09193  1.32066
H  -3.27945  -0.06968  0.96671
H  -1.16970  0.20583  -0.84773
H  -3.09536  -2.35219  0.73730
H  -1.61127  -2.21581  -0.19783
H  -1.82483  -2.04075  2.85132
H  -1.22435  -3.43837  1.95502
H  -0.31976  -1.92370  1.91213
C  2.72702  2.13524  -1.66485
C  1.83406  2.21046  -0.41946
C  1.72258  0.88341  0.33218
S  0.99695  -0.45171  -0.68414
H  3.62768  1.56549  -1.43482
H  3.00303  3.13867  -2.02623
H  2.22382  1.61192  -2.47729
H  2.26930  2.98188  0.23049
H  0.82465  2.53213  -0.68716
H  1.07869  1.04424  1.19877
H  2.70884  0.58995  0.70263



*ii*
Formula: C6H15OS
Source: the OMol25 dataset
Level of theory: ωB97M-V/def2-TZVPD

Output
- charge = -1
- gap between HOMO and LUMO (eV) = 6.415
- HOMO (eV) = -2.9

Cartesian coordinates (Å):
C  -0.68145  0.42555  1.57923
O  -0.86782  0.20296  0.25979
C  -0.68156  1.92259  1.94329
C  0.44544  2.66477  1.23168
H  0.29855  0.02350  1.94994
H  -1.45943  -0.05527  2.22586
H  -0.59763  2.05293  3.03289
H  -1.64100  2.32855  1.60458
H  0.56116  3.68681  1.59433
H  0.27174  2.67849  0.16043
H  1.39409  2.15876  1.40300
C  1.93726  -0.70526  -1.49211
C  0.56663  -1.10421  -1.99862
S  0.15223  -2.85059  -1.67871
C  -1.46983  -2.58914  -0.90904
H  2.15733  0.31820  -1.80401
H  2.73623  -1.34809  -1.86182
H  1.94771  -0.73048  -0.40456
H  0.46203  -0.94413  -3.07191
H  -0.17747  -0.51624  -1.45204
H  -1.38294  -1.76942  -0.19499
H  -2.19945  -2.32637  -1.67462
H  -1.77184  -3.52393  -0.44262



Most stable to least stable: *i*, *ii*



*i*
Formula: C6H11P
Source: the OMol25 dataset
Level of theory: ωB97M-V/def2-TZVPD

Output
- gap between HOMO and LUMO (eV) = 8.514
- HOMO (eV) = -8.8

Cartesian coordinates (Å):
C  -0.33596  0.91477  -0.51175
C  -2.29985  0.84603  0.60948
C  0.72591  1.56313  0.28504
C  0.36263  -0.64963  1.38948
C  1.58232  -0.56464  -0.93601
C  0.74883  0.11242  0.14451
P  -2.48502  -0.55169  -0.24267
H  0.45205  1.86605  1.32450
H  -0.35588  1.05491  -1.59768
H  1.52721  2.10784  -0.20296
H  -0.34983  -0.05589  1.93378
H  1.21825  -0.63026  1.95322
H  -0.16649  -1.57205  1.21064
H  2.06913  -1.54008  -0.47987
H  0.99959  -1.00075  -1.68395
H  2.27232  0.07148  -1.44041
H  -2.23331  -0.73757  -1.58317
H  -3.73190  -1.23406  -0.17217



*ii*
Formula: C6H11P
Source: the OMol25 dataset
Level of theory: ωB97M-V/def2-TZVPD

Output
- gap between HOMO and LUMO (eV) = 8.233
- HOMO (eV) = -7.8

Cartesian coordinates (Å):
C  -1.75018  0.23426  1.06703
C  -0.47667  0.52630  1.24022
C  2.69045  -0.78354  1.49136
C  -2.07873  -0.48134  -0.30211
C  -0.74542  -0.94733  -0.77332
C  0.92843  1.59732  -0.85422
P  0.64838  -0.01695  -0.05577
H  -2.45431  0.61312  1.75506
H  -0.08251  1.02337  2.11772
H  2.08380  -1.44698  2.09145
H  3.28418  -1.36194  0.77370
H  -2.70036  -1.37339  -0.11686
H  -2.66127  0.10415  -0.91169
H  -0.57459  -1.94530  -0.17446
H  -0.56272  -1.14602  -1.92297
H  -0.05418  2.17542  -0.97874
H  1.55264  2.34755  -0.26143
H  1.28537  1.40393  -1.85935



Most stable to least stable: *ii*, *i*